Density functional theory data (wB97M-V/def2-TZVPD) for a 2-piece molecular cluster, C3H10O3 overall.

Last column: Mulliken charge in e.
CARTESIAN COORDINATES (ANGSTROEM)
C: -1.979 1.074 1.637  -0.255
O: -3.145 0.338 1.794  -0.179
C: -1.001 0.673 0.571  -0.693
C: 0.295 1.529 0.827  -0.487
O: 1.240 1.433 -0.214  -0.467
H: -2.313 2.102 1.843  0.418
H: -1.527 0.769 2.654  0.348
H: -3.205 -0.374 1.146  0.432
H: -0.703 -0.358 0.769  0.395
H: -1.420 0.836 -0.423  0.482
H: -0.003 2.578 0.903  0.337
H: 0.725 1.131 1.746  0.341
H: 0.813 1.113 -1.029  0.329
H: 3.872 -3.788 -4.626  0.313
H: 4.077 -4.479 -3.337  0.308
O: 4.275 -4.577 -4.261  -0.621

F_max = 1.6 eV/Å
Expectation value of S² = 0.7542
Charge = +1
Gap between HOMO and LUMO (alpha / beta) = 9.190 / 2.875 eV
2S+1 = 2
E = -345.59813 a.u.
Energy above the lowest of the compared OMol25 structures with the same formula, charge and spin = 57.1 kcal per mole
LUMO (alpha / beta) = -0.1457 / -0.3777 Eh
Highest occupied orbital energy (alpha / beta) = -13.15 / -13.15 eV